Run one
One molecule with the formula C4H8N2. Source: OMol25; level of theory: ωB97M-V/def2-TZVPD.

Results
orbital gap	8.99	eV
charge	0

Last column: Löwdin charge in e.
Element x y z (Å)
C (0.088, 1.196, 0.746)  -0.08
C (0.073, 1.088, -0.826)  -0.08
C (-0.100, -0.168, 0.075)  -0.47
C (1.009, -1.200, 0.037)  -0.05
N (-2.488, -0.150, -0.032)  0.08
N (-1.474, -0.752, 0.004)  -0.18
H (1.064, 1.527, 1.146)  0.11
H (-0.922, 1.522, 1.095)  0.10
H (0.952, 1.366, -1.368)  0.09
H (1.172, -1.845, -0.795)  0.06
H (1.156, -1.854, 0.935)  0.09
H (1.856, -0.458, 0.146)  0.09
H (-0.929, 1.536, -1.104)  0.10
H (-1.455, -1.809, -0.061)  0.14

Run two
A 2-piece molecular cluster, C4H8N2 overall. Source: OMol25; level of theory: ωB97M-V/def2-TZVPD.

Results
orbital gap	10.29	eV
charge	0
SMILES	C=C(C)C.N#N

Last column: Löwdin charge in e.
Element x y z (Å)
C (-0.379, -0.848, -1.129)  0.01
C (-0.107, -0.168, -0.016)  -0.44
C (-0.964, 0.787, 0.657)  -0.08
C (1.268, -0.372, 0.585)  -0.07
H (-1.436, -0.836, -1.421)  0.06
H (0.307, -1.444, -1.752)  0.06
H (-1.924, 1.053, 0.325)  0.07
H (-1.095, 0.465, 1.683)  0.09
H (-0.431, 1.680, 0.843)  0.07
H (1.771, -0.800, -0.267)  0.06
H (1.345, -1.068, 1.419)  0.08
H (1.773, 0.529, 0.892)  0.07
N (0.149, 1.371, -4.274)  0.01
N (0.732, 0.441, -4.247)  0.01

Q: Which of them is the least stable? A: run one.

Run one
An isolated ion of composition C6H15N2 and charge +1. Source: OMol25; level of theory: ωB97M-V/def2-TZVPD.

Results
orbital gap	11.00	eV
charge	+1
SMILES	C[C@H]1C[C@@](C)(N)C[NH2+]1

Last column: Löwdin charge in e.
Element x y z (Å)
C (2.678, -0.620, 0.289)  -0.04
C (1.520, -0.065, -0.488)  -0.26
C (0.146, -0.926, -0.393)  -0.02
C (-1.169, -0.049, 0.057)  -0.53
C (-2.423, -0.354, -0.727)  -0.02
N (-1.254, -0.117, 1.501)  0.07
C (-0.512, 1.335, -0.260)  -0.06
N (0.928, 1.190, 0.139)  0.07
H (2.415, -0.788, 1.331)  0.09
H (2.972, -1.572, -0.145)  0.10
H (3.537, 0.046, 0.235)  0.09
H (1.766, 0.146, -1.526)  0.15
H (-0.061, -1.383, -1.356)  0.11
H (0.286, -1.727, 0.331)  0.11
H (-2.250, -0.276, -1.800)  0.09
H (-2.772, -1.362, -0.497)  0.10
H (-3.204, 0.356, -0.452)  0.09
H (-1.431, -1.062, 1.824)  0.10
H (-2.017, 0.463, 1.841)  0.10
H (-0.572, 1.562, -1.325)  0.14
H (-0.957, 2.149, 0.315)  0.14
H (0.905, 1.013, 1.154)  0.17
H (1.470, 2.040, -0.046)  0.19

Run two
An isolated ion of composition C6H15N2 and charge +1. Source: OMol25; level of theory: ωB97M-V/def2-TZVPD.

Results
orbital gap	9.79	eV
charge	+1
SMILES	C=CC[C@@H]([NH3+])CNC

Last column: Löwdin charge in e.
Element x y z (Å)
C (1.426, -1.174, 2.549)  0.02
C (0.639, -0.115, 2.620)  -0.15
C (-0.417, 0.295, 1.623)  -0.15
C (-0.351, -0.506, 0.347)  -0.31
N (-1.662, -0.693, -0.347)  0.22
C (0.626, 0.022, -0.694)  -0.15
N (-0.051, 1.090, -1.461)  -0.14
C (-0.013, 1.034, -2.912)  -0.12
H (2.175, -1.340, 3.316)  0.07
H (1.719, -1.746, 1.672)  0.07
H (0.727, 0.500, 3.502)  0.11
H (-1.410, 0.220, 2.059)  0.12
H (-0.273, 1.376, 1.496)  0.13
H (-0.040, -1.504, 0.624)  0.13
H (-2.360, -1.144, 0.245)  0.18
H (-2.004, 0.231, -0.646)  0.17
H (-1.524, -1.240, -1.195)  0.17
H (1.536, 0.441, -0.294)  0.13
H (0.969, -0.732, -1.411)  0.13
H (0.203, 2.007, -1.129)  0.11
H (-0.259, 2.020, -3.284)  0.09
H (0.963, 0.723, -3.329)  0.09
H (-0.618, 0.236, -3.351)  0.07

Q: Which of them is the least stable? A: run two.

Run one
An isolated ion of composition C6H15N2 and charge +1. Source: OMol25; level of theory: ωB97M-V/def2-TZVPD.

Results
orbital gap	11.33	eV
charge	+1
SMILES	CC(C)(C)C/[NH+]=C/N

Last column: Löwdin charge in e.
Element x y z (Å)
C (0.396, -0.869, -2.278)  -0.04
C (0.029, -0.063, -1.032)  -0.60
C (-1.469, -0.188, -0.755)  -0.04
C (0.409, 1.405, -1.237)  -0.05
C (0.832, -0.663, 0.150)  -0.12
N (0.644, 0.077, 1.378)  0.08
C (-0.085, -0.307, 2.377)  -0.13
N (-0.313, 0.404, 3.459)  0.20
H (1.452, -0.765, -2.512)  0.09
H (0.176, -1.925, -2.139)  0.09
H (-0.175, -0.515, -3.131)  0.10
H (-1.761, 0.358, 0.140)  0.08
H (-2.030, 0.222, -1.590)  0.10
H (-1.757, -1.230, -0.641)  0.09
H (0.030, 2.037, -0.436)  0.08
H (-0.025, 1.766, -2.165)  0.10
H (1.487, 1.525, -1.308)  0.09
H (1.896, -0.646, -0.096)  0.14
H (0.526, -1.697, 0.310)  0.14
H (1.062, 1.003, 1.385)  0.17
H (-0.534, -1.294, 2.322)  0.17
H (-0.869, 0.036, 4.216)  0.14
H (0.077, 1.329, 3.581)  0.14

Run two
An isolated ion of composition C6H15N2 and charge +1. Source: OMol25; level of theory: ωB97M-V/def2-TZVPD.

Results
orbital gap	9.64	eV
charge	+1
SMILES	C/C(N)=C/CCC[NH3+]

Last column: Löwdin charge in e.
Element x y z (Å)
C (2.249, -1.414, 0.810)  -0.06
C (0.929, -1.000, 0.262)  -0.36
N (-0.266, -1.193, 1.059)  0.06
C (0.801, -0.635, -1.030)  -0.06
C (-0.525, -0.134, -1.590)  -0.18
C (-0.981, 1.319, -1.276)  -0.16
C (-0.532, 1.834, 0.086)  -0.17
N (-1.388, 1.199, 1.132)  0.12
H (2.763, -2.366, 0.539)  0.11
H (3.081, -0.698, 0.679)  0.09
H (2.375, -1.566, 1.869)  0.07
H (-0.003, -1.830, 1.818)  0.13
H (-0.833, -1.835, 0.491)  0.12
H (1.619, -0.810, -1.726)  0.13
H (-0.330, -0.185, -2.649)  0.11
H (-1.311, -0.854, -1.304)  0.11
H (-2.041, 1.277, -1.496)  0.12
H (-0.426, 1.972, -1.953)  0.13
H (-0.461, 2.901, 0.353)  0.13
H (0.562, 1.575, 0.149)  0.13
H (-0.954, 0.178, 1.288)  0.09
H (-2.259, 0.783, 0.725)  0.17
H (-1.621, 1.505, 2.079)  0.17

Run three
A 2-piece molecular cluster, C6H15N2 overall. Source: OMol25; level of theory: ωB97M-V/def2-TZVPD.

Results
orbital gap	8.65	eV
charge	+1

Last column: Löwdin charge in e.
Element x y z (Å)
C (1.080, 0.573, -1.399)  0.10
C (1.080, 0.063, -0.141)  -0.28
C (2.084, 0.521, 0.940)  -0.03
C (-0.196, -2.246, -0.569)  -0.01
C (-1.540, 1.901, -0.444)  -0.13
C (0.229, -1.095, 0.292)  -0.32
N (-0.075, -1.122, 1.525)  0.19
N (-1.675, 0.492, -0.041)  -0.04
H (0.337, 0.565, -2.207)  0.09
H (1.787, 1.364, -1.689)  0.09
H (2.924, 0.882, 0.393)  0.08
H (1.649, 1.385, 1.559)  0.12
H (2.399, -0.221, 1.621)  0.06
H (-0.553, -3.122, 0.080)  0.11
H (0.671, -2.688, -1.249)  0.15
H (-1.078, -2.277, -1.265)  0.11
H (-0.685, 2.403, 0.009)  0.08
H (-1.530, 2.028, -1.422)  0.02
H (-2.450, 2.515, -0.128)  0.11
H (0.089, -0.241, 2.111)  0.18
H (-0.269, -2.050, 1.925)  0.16
H (-2.121, 0.022, -0.769)  0.06
H (-2.155, 0.348, 0.868)  0.11

Q: Which of them is the least stable? A: run three.

Run one
A 2-piece molecular cluster, C6H15N2 overall. Source: OMol25; level of theory: ωB97M-V/def2-TZVPD.

Results
orbital gap (spin up / spin down)	6.86 / 6.86	eV
charge	+1

Last column: Löwdin charge in e.
Element x y z (Å)
C (1.275, 1.748, 0.125)  -0.10
C (0.428, 1.152, -1.718)  -0.13
C (-0.125, 1.402, -0.292)  -0.06
C (-1.323, 2.226, -0.175)  0.00
C (0.752, -1.747, 0.815)  -0.13
C (-1.306, -2.246, -0.352)  -0.08
N (-0.561, -1.322, 0.465)  -0.19
N (1.745, 1.559, -1.277)  0.02
H (1.113, 2.785, 0.391)  0.14
H (1.766, 1.334, 1.023)  0.15
H (0.414, 0.165, -2.248)  0.15
H (-0.092, 1.803, -2.411)  0.12
H (-2.190, 1.718, 0.146)  0.09
H (-1.327, 2.719, -1.191)  0.13
H (-1.115, 3.010, 0.570)  0.11
H (1.390, -1.637, 0.007)  0.05
H (1.134, -1.000, 1.553)  0.09
H (0.759, -2.827, 1.238)  0.13
H (-1.769, -2.898, 0.405)  0.10
H (-2.185, -1.657, -0.746)  0.11
H (-0.658, -2.601, -1.043)  0.05
H (2.549, 0.964, -1.360)  0.12
H (-1.035, -0.999, 1.320)  0.13

Run two
An isolated ion of composition C6H15N2 and charge +1. Source: OMol25; level of theory: ωB97M-V/def2-TZVPD.

Results
orbital gap	9.30	eV
charge	+1
SMILES	NC[C@H]1CCC[NH2+]C1

Last column: Löwdin charge in e.
Element x y z (Å)
N (-1.701, -1.927, -1.968)  0.01
C (-1.629, -0.659, -1.273)  -0.24
C (-0.407, -0.428, -0.347)  -0.31
C (0.654, 0.488, -0.959)  -0.16
C (1.835, 0.685, -0.014)  -0.16
C (1.383, 1.219, 1.333)  -0.11
N (0.336, 0.296, 1.908)  0.06
C (-0.855, 0.135, 0.993)  -0.09
H (-1.688, -2.725, -1.344)  0.08
H (-0.947, -2.044, -2.635)  0.08
H (-1.642, 0.130, -2.027)  0.12
H (-2.552, -0.539, -0.698)  0.12
H (0.056, -1.406, -0.158)  0.15
H (0.196, 1.456, -1.188)  0.13
H (1.002, 0.073, -1.905)  0.13
H (2.561, 1.389, -0.421)  0.13
H (2.365, -0.262, 0.131)  0.13
H (2.193, 1.284, 2.057)  0.14
H (0.910, 2.197, 1.249)  0.14
H (0.035, 0.634, 2.822)  0.18
H (0.756, -0.624, 2.058)  0.18
H (-1.573, -0.505, 1.504)  0.14
H (-1.287, 1.131, 0.882)  0.15

Q: Which of them is the least stable? A: run one.

Run one
C6H15N2 as an isolated structure. Source: OMol25; level of theory: ωB97M-V/def2-TZVPD.

Results
orbital gap	10.93	eV
charge	+1

Last column: Löwdin charge in e.
Element x y z (Å)
C (-2.309, 0.422, 0.358)  0.09
C (-1.257, -0.376, 0.543)  -0.13
C (-0.336, 0.558, -1.748)  0.02
C (0.672, -2.540, 0.323)  -0.04
C (0.783, 2.179, 0.886)  -0.06
C (-0.200, -0.402, -0.439)  -0.37
N (0.406, -1.557, -0.722)  0.02
N (1.067, 0.762, 0.470)  -0.01
H (-3.044, 0.248, 1.194)  0.11
H (-2.414, 1.067, -0.506)  0.08
H (-1.180, -1.116, 1.354)  0.12
H (0.656, 0.542, -2.304)  0.12
H (-1.179, 0.171, -2.189)  0.06
H (-0.477, 1.559, -1.380)  0.05
H (-0.045, -3.249, 0.500)  0.07
H (1.555, -3.103, 0.084)  0.10
H (0.904, -2.075, 1.237)  0.07
H (1.765, 2.589, 1.248)  0.11
H (0.435, 2.636, -0.068)  0.08
H (0.059, 2.337, 1.720)  0.10
H (0.899, -1.668, -1.606)  0.16
H (1.400, 0.174, 1.265)  0.14
H (1.840, 0.841, -0.218)  0.14

Run two
A 2-piece molecular cluster, C6H15N2 overall. Source: OMol25; level of theory: ωB97M-V/def2-TZVPD.

Results
orbital gap	8.41	eV
charge	+1

Last column: Löwdin charge in e.
Element x y z (Å)
C (-1.508, -1.941, -0.975)  -0.09
C (-2.066, -1.259, 0.245)  -0.42
C (-3.335, -1.473, 0.663)  0.06
C (-1.030, -0.377, 0.901)  -0.10
H (-1.295, -1.278, -1.832)  0.08
H (-2.185, -2.728, -1.352)  0.08
H (-0.567, -2.459, -0.710)  0.08
H (-3.738, -0.959, 1.528)  0.06
H (-3.923, -2.238, 0.149)  0.07
H (-1.349, 0.270, 1.720)  0.09
H (-0.558, 0.282, 0.160)  0.04
H (-0.242, -1.015, 1.283)  0.08
C (2.044, 0.845, 0.484)  -0.16
C (2.212, 1.666, -0.572)  -0.09
N (1.114, 2.571, -1.007)  0.19
N (3.097, 0.087, 0.996)  0.11
H (1.107, 0.796, 1.063)  0.10
H (3.135, 1.782, -1.110)  0.12
H (0.652, 2.133, -1.851)  0.20
H (0.376, 2.586, -0.310)  0.16
H (1.390, 3.504, -1.215)  0.15
H (3.849, 0.011, 0.385)  0.08
H (2.822, -0.805, 1.358)  0.10

Run three
C6H15N2 as an isolated structure. Source: OMol25; level of theory: ωB97M-V/def2-TZVPD.

Results
orbital gap	4.72	eV
charge	+1

Last column: Löwdin charge in e.
Element x y z (Å)
C (2.579, 1.060, 0.822)  -0.06
C (1.316, 0.651, 0.102)  -0.03
C (0.241, -0.084, 0.972)  -0.11
C (-0.990, -0.199, 0.110)  -0.31
C (-2.033, 0.614, 0.394)  -0.15
N (-3.259, 0.712, -0.206)  0.11
C (-0.871, -1.100, -1.068)  -0.04
N (2.373, -1.327, -0.889)  0.10
H (3.342, 1.424, 0.129)  0.11
H (2.985, 0.209, 1.373)  0.10
H (2.349, 1.891, 1.500)  0.12
H (0.934, 1.529, -0.428)  0.16
H (0.550, -1.097, 1.230)  0.13
H (0.072, 0.566, 1.842)  0.15
H (-1.890, 1.416, 1.121)  0.13
H (-3.458, -0.115, -0.754)  0.10
H (-4.006, 0.991, 0.410)  0.11
H (0.013, -1.723, -0.967)  0.05
H (-1.660, -1.853, -1.201)  0.10
H (-0.836, -0.588, -2.039)  0.11
H (1.829, -0.392, -0.591)  0.01
H (3.211, -1.285, -1.445)  0.06
H (2.076, -2.224, -0.544)  0.06

Q: Which of them is the least stable? A: run three.

Run one
A 2-piece molecular cluster, C6H15N2 overall. Source: OMol25; level of theory: ωB97M-V/def2-TZVPD.

Results
orbital gap	8.37	eV
charge	+1

Last column: Löwdin charge in e.
Element x y z (Å)
C (0.236, 2.920, -0.865)  -0.12
C (0.137, 1.563, -1.566)  -0.25
C (0.731, 0.439, -0.732)  -0.18
C (0.046, -0.846, -0.393)  -0.01
N (0.897, -3.152, 2.265)  0.14
C (0.535, -2.708, 1.044)  -0.09
C (0.236, -1.372, 0.865)  -0.11
N (-2.275, 0.354, 0.007)  0.09
H (-0.454, 2.936, 0.008)  0.07
H (1.208, 2.946, -0.328)  0.08
H (0.032, 3.895, -1.327)  0.09
H (0.711, 1.649, -2.499)  0.12
H (1.567, -0.031, -1.252)  0.14
H (1.170, 0.798, 0.214)  0.12
H (-0.119, -1.569, -1.190)  0.14
H (-2.846, -0.226, -0.583)  0.06
H (1.523, -2.523, 2.762)  0.13
H (1.329, -4.065, 2.310)  0.12
H (0.360, -3.501, 0.326)  0.15
H (0.397, -0.786, 1.763)  0.13
H (-2.315, 0.301, 1.019)  0.05
H (-0.931, 1.629, -1.757)  0.09
H (-2.173, 1.348, -0.093)  0.02

Run two
An isolated ion of composition C6H15N2 and charge +1. Source: OMol25; level of theory: ωB97M-V/def2-TZVPD.

Results
orbital gap	7.46	eV
charge	+1
SMILES	CC/C(=C\N)CC[NH3+]

Last column: Löwdin charge in e.
Element x y z (Å)
C (1.526, 2.007, 0.358)  -0.11
C (0.163, 1.742, -0.288)  -0.20
C (-0.489, 0.400, 0.045)  -0.29
C (-1.746, 0.242, -0.362)  -0.19
N (-2.544, 1.027, -1.161)  0.09
C (0.231, -0.633, 0.855)  -0.16
C (1.223, -1.445, -0.028)  -0.07
N (1.171, -2.919, 0.495)  0.19
H (2.293, 1.283, 0.076)  0.06
H (1.893, 2.996, 0.124)  0.08
H (1.478, 2.011, 1.455)  0.08
H (-0.491, 2.456, 0.243)  0.12
H (0.177, 1.982, -1.351)  0.12
H (-2.311, -0.652, -0.071)  0.12
H (-2.384, 2.013, -1.285)  0.09
H (-3.469, 0.673, -1.307)  0.09
H (-0.486, -1.224, 1.441)  0.12
H (0.754, -0.060, 1.642)  0.11
H (0.851, -1.504, -1.040)  0.13
H (2.244, -1.084, 0.060)  0.12
H (0.283, -3.123, 0.960)  0.15
H (1.150, -3.491, -0.346)  0.17
H (1.866, -3.077, 1.219)  0.17

Q: Which of them is the least stable? A: run one.